(1)
The following is a DFT calculation (the ωB97M-V functional and the def2-TZVPD basis) of C43H58N3O7P2S2SiV as an isolated structure in a non-equilibrium geometry.

Each line ends with the Mulliken charge.
Geometry (Å):
1 V 1.071 0.456 1.722  0.66
2 O 0.349 -2.115 2.856  -0.69
3 C -0.168 -2.079 1.713  0.16
4 O -0.010 -1.132 0.867  -0.01
5 C -1.028 -3.285 1.288  0.47
6 C -1.394 -4.189 2.311  -0.64
7 C -2.253 -5.197 2.044  -0.62
8 C -2.797 -5.249 0.742  -0.89
9 C -2.444 -4.330 -0.233  0.01
10 C -1.562 -3.281 -0.003  -0.15
11 P -1.119 -2.174 -1.387  1.16
12 C -0.351 -3.371 -2.414  0.09
13 C 0.220 -4.592 -2.120  -0.38
14 C 0.657 -5.452 -3.141  -0.75
15 C 0.410 -5.090 -4.461  -0.37
16 C -0.031 -3.810 -4.832  -0.63
17 C -0.260 -2.913 -3.788  -0.62
18 C -2.701 -1.706 -2.109  0.91
19 C -3.522 -2.515 -2.932  -0.72
20 C -4.676 -1.963 -3.418  -0.72
21 C -5.091 -0.693 -3.098  -1.21
22 C -4.269 0.131 -2.310  0.30
23 C -3.101 -0.377 -1.781  -0.81
24 H -0.923 -4.081 3.263  0.57
25 H -2.504 -5.928 2.829  0.37
26 H -3.539 -5.991 0.456  0.41
27 H -2.790 -4.459 -1.264  0.24
28 H 0.241 -4.932 -1.121  0.52
29 H 0.997 -6.443 -2.883  0.40
30 H 0.642 -5.831 -5.207  0.36
31 H -0.257 -3.541 -5.872  0.40
32 H -0.402 -1.838 -3.982  0.34
33 H -3.206 -3.556 -3.140  0.31
34 H -5.180 -2.525 -4.179  0.38
35 H -6.119 -0.440 -3.388  0.36
36 H -4.431 1.197 -2.112  0.68
37 H -2.393 0.275 -1.221  -0.02
38 C 3.821 3.383 1.815  -1.63
39 C 4.638 2.072 2.285  2.29
40 C 6.038 2.275 1.679  -1.22
41 C 4.668 2.118 3.842  -1.99
42 Si 3.750 0.439 1.630  -0.87
43 C 4.327 -1.095 2.779  2.04
44 C 5.884 -1.132 2.928  -1.66
45 C 3.713 -1.017 4.210  -1.52
46 C 3.844 -2.455 2.183  -1.51
47 C 3.996 0.108 -0.255  2.76
48 C 5.239 -0.765 -0.562  -1.71
49 C 4.050 1.397 -1.056  -1.67
50 C 2.695 -0.735 -0.759  -1.29
51 H 4.292 4.248 2.327  0.59
52 H 2.757 3.392 2.158  0.19
53 H 3.767 3.582 0.746  0.33
54 H 6.268 3.356 1.539  0.38
55 H 6.073 1.873 0.668  0.17
56 H 6.907 1.782 2.213  0.28
57 H 4.988 3.148 4.098  0.54
58 H 5.343 1.378 4.284  0.35
59 H 3.741 1.858 4.334  0.30
60 H 6.324 -0.208 3.400  0.19
61 H 6.350 -1.257 1.965  0.36
62 H 6.168 -1.985 3.534  0.59
63 H 4.018 -0.166 4.844  0.28
64 H 3.866 -1.911 4.822  0.46
65 H 2.620 -0.961 4.112  0.23
66 H 3.797 -2.358 1.087  0.16
67 H 2.817 -2.642 2.544  0.21
68 H 4.526 -3.226 2.557  0.52
69 H 6.183 -0.272 -0.329  0.34
70 H 5.326 -0.947 -1.639  0.46
71 H 5.234 -1.727 0.008  0.42
72 H 4.908 2.065 -0.799  0.37
73 H 3.075 1.923 -0.904  0.16
74 H 4.100 1.126 -2.131  0.55
75 H 2.761 -1.800 -0.423  0.35
76 H 2.701 -0.656 -1.852  0.71
77 H 1.730 -0.356 -0.374  -0.72
78 C 1.208 1.858 -5.084  -0.72
79 O 0.386 1.188 -4.115  -0.17
80 P -1.041 1.691 -3.570  0.40
81 O -0.970 3.151 -2.983  -0.20
82 C -0.164 3.865 -2.057  -0.40
83 O -1.928 2.034 -4.883  -0.32
84 C -2.838 3.187 -4.941  -0.53
85 H 0.818 2.838 -5.396  0.29
86 H 1.322 1.228 -5.939  0.26
87 H 2.177 2.069 -4.611  0.22
88 H -0.027 3.285 -1.091  -0.04
89 H -0.738 4.801 -1.784  0.25
90 H 0.844 4.237 -2.444  0.26
91 H -2.283 4.083 -4.591  0.23
92 H -3.743 2.968 -4.292  0.14
93 H -3.183 3.265 -5.941  0.29
94 N -8.436 1.438 3.030  -0.51
95 C -7.267 1.812 2.404  0.90
96 C -7.175 1.861 1.018  -0.81
97 C -5.985 2.174 0.424  -0.30
98 C -4.892 2.508 1.232  0.13
99 C -4.953 2.527 2.599  -0.37
100 C -6.142 2.077 3.196  -0.78
101 S -3.368 3.142 0.499  1.05
102 O -3.019 4.405 1.112  -0.77
103 O -3.636 3.100 -0.912  -0.57
104 N -2.289 1.942 0.731  0.03
105 C -1.465 2.097 1.776  -0.31
106 S -1.289 3.589 2.733  0.02
107 C -0.309 2.834 3.894  -0.67
108 C -0.205 1.486 3.602  -0.50
109 N -0.775 1.039 2.386  -0.14
110 H -9.206 1.113 2.442  0.20
111 H -8.655 1.849 3.968  0.22
112 H -8.056 1.556 0.453  0.23
113 H -5.875 2.118 -0.625  0.58
114 H -4.072 2.662 3.224  0.33
115 H -6.178 1.965 4.281  0.32
116 H 0.064 3.397 4.702  0.53
117 H -0.021 0.732 4.351  0.54

- Molar mass: 934.06 g mol⁻¹
- Total charge: 0
- E_LUMO (spin up / spin down): -0.078 / -0.028 hartree
- Orbital gap (spin up / spin down): 4.88 / 6.26 eV
- E_HOMO (spin up / spin down): -0.257 / -0.258 Eh
- Spin multiplicity: 3

(2)
The following is a DFT calculation (the ωB97M-V functional and the def2-TZVPD basis) of a 2-piece molecular cluster, C4H10N overall in a non-equilibrium geometry.

Each line ends with the Mulliken charge.
Geometry (Å):
1 C -0.545 -0.163 0.110  -0.35
2 C 0.714 0.157 -0.478  -0.51
3 C 1.337 1.075 0.841  -0.16
4 C 0.718 0.959 2.042  -0.77
5 N -1.454 -1.361 -1.458  -0.64
6 H -1.487 0.335 -0.040  0.32
7 H -0.415 -0.859 0.931  0.41
8 H 0.638 0.665 -1.439  0.49
9 H 1.499 -0.592 -0.485  0.34
10 H 1.921 1.829 0.326  0.42
11 H 1.469 0.607 2.759  0.27
12 H -0.109 1.438 2.539  0.35
13 H -2.341 -1.182 -1.922  0.29
14 H -1.084 -2.236 -1.814  0.28
15 H -0.861 -0.673 -1.914  0.26

- Molar mass: 72.13 g mol⁻¹
- Total charge: +1
- E_LUMO: -0.196 hartree
- Energy above the lowest of the compared OMol25 structures with the same formula, charge and spin: 159.79 kcal per mole
- Orbital gap: 7.22 eV
- E_HOMO: -0.461 Eh
- Spin multiplicity: 1